Formula: C9H16ClO8
Source: the Open Molecules 2025 dataset
Level of theory: ωB97M-V/def2-TZVPD

XYZ file:
```
34
Properties=species:S:1:pos:R:3:forces:R:3
O -3.134281 -4.979445 -3.826013 -2.504 3.388 -0.005
C -3.526701 -3.767221 -3.835045 7.220 0.309 -0.008
O -2.630155 -2.715217 -3.844242 -5.295 -3.832 0.061
Cl -5.367500 -3.461516 -3.834957 0.751 0.137 -0.005
C 0.938958 -2.950994 -3.724647 0.324 0.160 -0.048
C 0.216849 -3.119926 -2.403139 -0.646 -0.055 -0.791
O 1.149481 -3.118135 -1.305818 0.510 0.688 0.710
C 1.587149 -1.913357 -0.918375 -0.354 -0.619 -0.586
O 1.264048 -0.850016 -1.395407 0.268 -0.209 0.412
O 2.470900 -2.089074 0.083826 -0.178 0.081 -0.085
C 3.077192 -0.882363 0.535960 0.154 0.262 0.180
H 1.731574 -3.698906 -3.829191 -0.135 -0.066 0.018
H 0.243044 -3.051524 -4.558770 -0.096 -0.024 0.185
H 1.417602 -1.970513 -3.791892 -0.124 -0.001 0.029
H -0.287102 -4.088347 -2.385917 0.136 0.126 0.226
H -0.550125 -2.355646 -2.262410 0.170 -0.077 0.001
H 2.326348 -0.131918 0.792948 0.068 -0.046 -0.156
H 3.759818 -0.498472 -0.226669 -0.167 0.084 0.033
H 3.653736 -1.112525 1.433310 -0.125 -0.226 -0.137
C -1.757670 3.365799 4.632131 -0.208 -0.149 -0.222
C -0.329914 3.770853 4.320063 -0.316 0.201 0.368
O 0.250570 2.890816 3.350563 0.162 0.119 -0.339
C -0.101120 3.123595 2.073294 -0.110 -0.231 -0.161
O -0.839501 4.000111 1.689412 0.386 -0.302 0.239
O 0.492696 2.200150 1.300772 -0.109 0.486 0.579
C 0.136669 2.281830 -0.079701 -0.025 -0.116 -0.741
H -1.804119 2.312276 4.922574 0.093 0.130 0.094
H -2.164588 3.975190 5.441319 0.058 -0.020 -0.008
H -2.401658 3.482095 3.757535 0.104 0.105 0.061
H 0.278261 3.686258 5.223921 0.128 -0.187 -0.250
H -0.269041 4.809906 3.986161 -0.047 -0.160 -0.170
H 0.293217 3.289074 -0.471515 -0.152 -0.046 0.184
H -0.902180 1.972747 -0.216302 0.099 0.160 0.011
H 0.777544 1.594416 -0.633778 -0.041 -0.070 0.322
```
Positions in Å, forces in eV/Å.

Summary:
HOMO level   -4.8 eV
Charge   -1
Spin multiplicity   1
Total energy   -1414.7448 Eh
LUMO energy   2.4 eV

Table of natural (NBO) atomic charges, one value per atom, all in e: O -0.703; C 0.741; O -0.793; Cl -0.240; C -0.639; C -0.082; O -0.498; C 0.987; O -0.661; O -0.504; C -0.257; H 0.191; H 0.249; H 0.204; H 0.213; H 0.225; H 0.199; H 0.181; H 0.186; C -0.639; C -0.069; O -0.500; C 0.984; O -0.648; O -0.496; C -0.267; H 0.213; H 0.210; H 0.228; H 0.185; H 0.192; H 0.187; H 0.197; H 0.223

Formula: C21H30NO2
Source: the Open Molecules 2025 dataset
Level of theory: ωB97M-V/def2-TZVPD

XYZ file:
```
54
Properties=species:S:1:pos:R:3:forces:R:3
C -2.499381 -1.323377 2.100236 -0.051 0.009 0.047
C -1.873486 -1.044924 0.767853 0.198 0.022 -0.100
C -0.504330 -1.244901 0.655391 0.164 -0.044 -0.172
C 0.173118 -1.029285 -0.534334 -0.086 0.019 0.119
O 1.551080 -1.266938 -0.495517 -0.277 -0.155 0.087
C 2.255560 -1.327449 -1.729468 0.543 -0.150 -0.227
C 3.650861 -1.922155 -1.489475 -0.533 0.019 -0.235
O 4.457903 -1.135257 -0.634399 0.052 0.308 0.212
C 4.398589 -1.439714 0.749664 0.039 -0.040 0.124
C 4.079903 -0.154201 1.530308 0.521 -0.476 -0.030
N 3.042020 0.569625 0.771265 -0.125 -0.284 -0.264
C 2.362718 1.706567 1.435054 -0.382 0.498 0.124
C 1.270741 2.205118 0.523206 0.074 -0.009 0.009
C 1.604753 2.776640 -0.700362 -0.027 -0.040 0.099
C 0.612327 3.188051 -1.571287 0.023 -0.010 -0.107
C -0.719862 3.036565 -1.223327 0.014 0.033 0.031
C -1.056481 2.477337 -0.003276 -0.029 0.050 0.004
C -0.065488 2.054135 0.865115 0.096 0.063 0.033
C -0.513595 -0.579776 -1.643713 0.364 -0.103 -0.033
C -1.876558 -0.370241 -1.527904 -0.016 -0.086 0.133
C -2.584369 -0.591538 -0.351962 0.022 0.135 -0.260
C -4.082280 -0.376430 -0.416947 -0.147 -0.159 0.124
C -4.688516 0.425947 0.736697 0.061 -0.020 -0.230
C -4.798184 -1.721446 -0.584360 0.034 0.224 -0.129
H -2.762592 -0.393524 2.601304 -0.084 0.021 0.095
H -1.805559 -1.866553 2.737581 0.008 -0.028 0.044
H -3.400766 -1.919149 1.997982 -0.103 -0.027 0.079
H 0.055230 -1.605132 1.506817 0.060 -0.086 0.129
H 2.342693 -0.321895 -2.162599 -0.035 -0.072 0.003
H 1.722903 -1.972307 -2.434186 -0.011 0.063 0.018
H 4.172205 -1.958450 -2.448506 -0.100 -0.067 0.040
H 3.555675 -2.940588 -1.101755 0.028 0.030 -0.019
H 3.628068 -2.191776 0.943147 0.041 0.048 -0.008
H 5.366239 -1.838274 1.073195 -0.152 0.052 0.037
H 3.711372 -0.399269 2.526718 -0.035 0.097 -0.056
H 4.966397 0.475720 1.621808 -0.145 0.061 -0.003
H 2.323013 -0.143214 0.445213 0.310 0.454 0.037
H 3.484331 0.892154 -0.099264 -0.213 -0.135 0.183
H 1.942368 1.358690 2.380144 0.122 -0.054 -0.067
H 3.097257 2.489289 1.642114 0.042 -0.174 0.005
H 2.642790 2.921977 -0.968674 0.151 0.058 -0.047
H 0.879072 3.633262 -2.517097 0.023 0.061 -0.091
H -1.493641 3.362334 -1.900057 -0.093 0.042 -0.079
H -2.092601 2.367926 0.272234 -0.120 -0.021 0.036
H -0.332553 1.616308 1.814735 -0.040 -0.073 0.130
H -0.023305 -0.393357 -2.585049 0.081 0.034 -0.107
H -2.409356 -0.025097 -2.401342 -0.098 0.055 -0.089
H -4.266582 0.198888 -1.331320 0.063 -0.048 0.071
H -4.053865 1.267864 1.004480 0.018 0.128 0.104
H -4.852629 -0.184840 1.617631 -0.009 -0.032 0.134
H -5.653902 0.819118 0.426676 -0.093 0.043 0.025
H -5.864826 -1.557118 -0.713411 -0.146 -0.050 -0.003
H -4.654199 -2.360330 0.282490 0.005 -0.088 0.107
H -4.420289 -2.244991 -1.459489 -0.009 -0.093 -0.066
```
Positions in Å, forces in eV/Å.

Summary:
HOMO level   -11.4 eV
Charge   +1
SMILES string   Cc1cc(OCCOCC[NH2+]Cc2ccccc2)ccc1C(C)C
Spin multiplicity   1
Total energy   -1023.2123 Eh
LUMO energy   -2.2 eV

Table of natural (NBO) atomic charges, one value per atom, all in e: C -0.635; C -0.019; C -0.285; C 0.356; O -0.573; C -0.105; C -0.082; O -0.553; C -0.081; C -0.243; N -0.544; C -0.248; C 0.001; C -0.257; C -0.184; C -0.194; C -0.176; C -0.224; C -0.320; C -0.189; C 0.073; C -0.259; C -0.603; C -0.595; H 0.226; H 0.218; H 0.228; H 0.212; H 0.183; H 0.214; H 0.217; H 0.191; H 0.193; H 0.213; H 0.229; H 0.225; H 0.474; H 0.439; H 0.226; H 0.229; H 0.207; H 0.227; H 0.228; H 0.225; H 0.220; H 0.227; H 0.218; H 0.205; H 0.199; H 0.209; H 0.224; H 0.218; H 0.200; H 0.214

Formula: C4H10N3
Source: the Open Molecules 2025 dataset
Level of theory: ωB97M-V/def2-TZVPD

XYZ file:
```
17
Properties=species:S:1:pos:R:3:forces:R:3
C 3.556018 -0.261813 -0.612165 -0.057 0.454 -2.075
C -2.797137 -0.148143 -0.183285 0.093 -0.021 -0.082
C -1.347587 -0.468251 -0.526069 -0.108 0.173 -0.092
C -0.515620 0.816075 -0.754382 -2.684 -0.106 0.641
N 0.844014 0.538244 -0.700971 2.555 0.802 -1.418
N 1.576336 -0.164270 -0.172266 0.169 -1.627 1.509
N 4.418328 0.100161 0.244168 0.641 0.541 1.714
H 3.735130 -1.113594 -1.255039 -0.602 -0.161 -0.022
H -2.882839 0.348550 0.784274 0.022 0.017 -0.045
H -3.259544 0.482217 -0.942531 -0.035 0.014 -0.004
H -3.357696 -1.079052 -0.134947 -0.098 0.018 0.026
H -1.303197 -1.077638 -1.431132 0.068 0.001 0.044
H -0.896953 -1.041117 0.284704 0.080 0.022 -0.006
H -0.758572 1.305270 -1.699712 0.176 -0.045 0.092
H -0.717451 1.528022 0.056880 0.085 0.018 -0.140
H 5.319843 -0.368690 0.374610 -0.516 -0.186 0.116
H 4.253247 0.900063 0.849764 0.210 0.087 -0.258
```
Positions in Å, forces in eV/Å.

Summary:
HOMO level (alpha / beta)   -11.5 / -15.5 eV
Charge   +1
Expectation value of S²   2.005
Spin multiplicity   3
Total energy   -322.2378 Eh
LUMO energy (alpha / beta)   -4.0 / -6.0 eV

Table of natural (NBO) atomic charges, one value per atom, all in e: C 0.320; C -0.610; C -0.397; C -0.296; N 0.043; N -0.006; N -0.752; H 0.206; H 0.216; H 0.217; H 0.237; H 0.220; H 0.216; H 0.252; H 0.257; H 0.443; H 0.434

Formula: C4H4F3I
Source: the Open Molecules 2025 dataset
Level of theory: ωB97M-V/def2-TZVPD

XYZ file:
```
12
Properties=species:S:1:pos:R:3:forces:R:3
C 1.809400 -0.971406 0.302248 -1.725 -0.055 -0.761
C 0.610021 -0.446451 0.588474 -0.567 -1.163 -1.095
C -0.562542 -0.153954 -0.384774 3.453 -1.237 -3.885
C -0.974479 1.289028 -0.169523 -0.902 1.187 0.108
F -2.052986 1.706623 -0.890085 0.803 -0.657 0.606
F 0.019965 2.161672 -0.477248 -0.591 -0.832 0.575
F -1.315739 1.448971 1.177417 0.555 0.074 -1.747
I -2.166806 -1.499670 -0.075410 -0.013 0.047 0.036
H 2.588469 -1.406063 0.886862 -0.004 0.364 1.247
H 1.983818 -1.249508 -0.713414 0.102 0.418 -0.973
H 0.110684 -0.408077 1.519327 0.676 0.321 1.659
H -0.049801 -0.471161 -1.763878 -1.787 1.532 4.231
```
Positions in Å, forces in eV/Å.

Summary:
HOMO level   -9.9 eV
Charge   0
Spin multiplicity   1
Total energy   -752.0262 Eh
LUMO energy   0.0 eV

Table of natural (NBO) atomic charges, one value per atom, all in e: C -0.349; C -0.234; C -0.453; C 0.922; F -0.319; F -0.313; F -0.339; I 0.200; H 0.219; H 0.189; H 0.213; H 0.264

Formula: C15H18I2N3O4STi
Source: the Open Molecules 2025 dataset
Level of theory: ωB97M-V/def2-TZVPD

XYZ file:
```
44
Properties=species:S:1:pos:R:3:forces:R:3
Ti 1.276319 0.780886 -0.069265 1.051 -0.980 -1.687
I 0.966240 3.285652 -1.586880 0.612 0.053 -0.555
C 2.867275 2.841669 -2.415961 -0.478 1.223 -0.010
I 3.934853 0.394598 -0.191584 -0.418 0.144 -0.108
H 3.638236 3.370865 -1.874531 0.146 -0.375 0.242
H 2.883328 2.999924 -3.486576 -0.105 -0.440 -0.143
C 0.548248 3.607617 3.012778 0.010 -0.025 -0.186
C 1.075182 2.297532 2.528166 0.250 -0.133 1.710
O 0.976897 1.968504 1.318133 -0.333 0.994 1.204
N 1.628551 1.467852 3.415001 -0.402 0.634 -0.754
C 2.202659 0.171157 3.065943 0.123 -0.308 -0.441
C 1.178050 -0.813755 2.531460 0.106 -0.236 0.338
C 0.761698 -1.836966 3.371752 -0.015 0.193 -0.166
C -0.192864 -2.751351 2.949508 -0.006 0.214 -0.590
C -0.708356 -2.598431 1.668398 0.137 -0.122 0.375
C -0.233264 -1.578485 0.869641 -0.104 -0.057 -0.229
N 0.710176 -0.695076 1.260000 -0.327 -0.898 1.042
H 0.747826 4.384565 2.275193 0.024 -0.079 -0.008
H 0.988446 3.887831 3.964482 -0.005 0.012 0.066
H -0.534325 3.533121 3.130242 -0.027 -0.033 -0.020
H 1.693557 1.764779 4.378638 -0.073 0.108 -0.116
H 2.647064 -0.242899 3.971701 -0.061 0.093 -0.130
H 3.007102 0.321038 2.333367 -0.198 -0.033 0.220
H 1.187815 -1.917943 4.360538 0.035 0.050 0.050
H -0.515237 -3.558930 3.587681 -0.052 -0.039 0.085
H -1.462315 -3.262041 1.276503 -0.074 -0.044 -0.049
H -0.642250 -1.468137 -0.131699 0.143 0.060 0.107
N 1.112869 -0.184896 -1.971309 0.495 -0.035 -0.916
C -0.250944 -0.577344 -2.289488 -0.762 -0.061 -0.167
C -1.297453 0.189654 -1.766260 0.447 -0.090 0.009
C -2.608419 -0.139414 -2.070812 0.654 0.299 0.344
C -2.848376 -1.247867 -2.851218 -1.573 -0.294 -0.117
C -1.838041 -2.026146 -3.365735 0.585 0.098 0.210
C -0.519667 -1.684978 -3.086809 0.142 0.079 0.136
S -4.627262 -1.604633 -3.226039 2.198 0.479 0.116
O -4.616209 -3.033697 -3.405212 -0.423 -0.303 -0.168
O -5.266569 -1.106198 -2.030847 -0.581 0.042 0.038
O -4.710173 -0.781271 -4.413858 -0.765 -0.116 -0.127
H 1.746164 -0.981916 -2.137961 -0.247 0.429 0.219
H 1.412662 0.535271 -2.655784 -0.028 -0.520 0.331
H -1.080593 1.029196 -1.093493 -0.076 0.108 -0.167
H -3.444995 0.439000 -1.714236 -0.121 0.019 0.144
H -2.086404 -2.888767 -3.963596 -0.028 -0.113 -0.057
H 0.292500 -2.289571 -3.469973 0.122 0.006 -0.075
```
Positions in Å, forces in eV/Å.

Summary:
HOMO level (alpha / beta)   -9.9 / -9.9 eV
Charge   +1
Expectation value of S²   2.010
Spin multiplicity   3
Total energy   -2890.4134 Eh
LUMO energy (alpha / beta)   -5.2 / -5.2 eV

Table of natural (NBO) atomic charges, one value per atom, all in e: Ti 1.284; I 0.307; C -0.427; I -0.259; H 0.197; H 0.203; C -0.702; C 0.760; O -0.754; N -0.515; C -0.293; C 0.226; C -0.222; C -0.086; C -0.217; C 0.077; N -0.586; H 0.269; H 0.248; H 0.277; H 0.437; H 0.251; H 0.266; H 0.240; H 0.253; H 0.266; H 0.254; N -0.921; C 0.017; C -0.220; C -0.190; C -0.260; C -0.169; C -0.229; S 2.437; O -0.987; O -1.001; O -0.981; H 0.433; H 0.420; H 0.154; H 0.263; H 0.263; H 0.218